[1]
C20H49Br2O12P3 | ωB97M-V with the def2-TZVPD basis set

Element x y z (Å)
Br  -12.61  -16.72  -6.39
C  -14.01  -17.98  -6.81
C  -13.76  -19.38  -6.24
Br  -15.28  -20.51  -6.07
H  -13.98  -17.92  -7.90
H  -14.95  -17.52  -6.42
H  -13.30  -19.35  -5.28
H  -13.11  -19.92  -6.89
C  -14.90  -24.09  -14.24
C  -14.46  -22.93  -13.33
O  -15.06  -23.17  -12.07
P  -14.06  -23.53  -10.94
O  -14.64  -24.18  -9.75
O  -13.35  -22.13  -10.64
C  -12.87  -21.88  -9.28
C  -11.99  -20.69  -9.38
O  -13.04  -24.43  -11.75
C  -11.91  -24.96  -11.06
C  -10.94  -25.53  -12.15
H  -14.45  -23.97  -15.27
H  -14.66  -25.05  -13.68
H  -15.94  -24.07  -14.41
H  -13.41  -22.79  -13.23
H  -14.82  -21.98  -13.67
H  -13.71  -21.79  -8.59
H  -12.36  -22.78  -8.95
H  -12.47  -19.90  -9.97
H  -11.72  -20.30  -8.41
H  -11.07  -20.93  -9.87
H  -11.51  -24.17  -10.41
H  -12.30  -25.78  -10.46
H  -11.46  -26.23  -12.80
H  -10.49  -24.70  -12.73
H  -10.00  -26.10  -11.72
C  -17.74  -19.88  -11.73
C  -16.59  -19.66  -10.83
O  -16.40  -18.27  -10.57
P  -15.03  -17.61  -11.08
O  -13.78  -17.98  -10.42
O  -14.98  -18.01  -12.59
C  -13.78  -17.95  -13.49
C  -13.19  -16.58  -13.60
O  -15.37  -16.05  -10.93
C  -16.61  -15.47  -11.43
C  -16.26  -14.03  -11.89
H  -18.65  -19.24  -11.43
H  -17.51  -19.73  -12.78
H  -18.11  -20.93  -11.67
H  -16.77  -20.09  -9.86
H  -15.68  -20.21  -11.24
H  -13.07  -18.58  -12.95
H  -14.00  -18.45  -14.40
H  -13.69  -15.93  -14.32
H  -13.17  -16.13  -12.62
H  -12.15  -16.72  -13.89
H  -17.00  -16.15  -12.22
H  -17.43  -15.70  -10.74
H  -16.08  -13.30  -11.10
H  -15.39  -14.10  -12.48
H  -17.09  -13.66  -12.51
C  -14.00  -12.51  -7.20
C  -14.75  -12.64  -5.89
O  -15.18  -13.96  -5.79
P  -15.74  -14.66  -4.51
O  -16.12  -16.09  -4.76
O  -14.65  -14.51  -3.31
C  -13.73  -15.63  -3.08
C  -14.25  -16.30  -1.85
O  -16.82  -13.67  -3.97
C  -17.91  -14.21  -3.18
C  -18.99  -14.90  -4.00
H  -13.80  -11.48  -7.30
H  -13.13  -13.15  -7.36
H  -14.75  -12.74  -7.94
H  -14.02  -12.35  -5.08
H  -15.58  -12.02  -6.01
H  -13.77  -16.35  -3.90
H  -12.74  -15.09  -2.93
H  -13.94  -15.62  -1.06
H  -15.27  -16.54  -2.10
H  -13.65  -17.23  -1.76
H  -17.37  -14.86  -2.47
H  -18.34  -13.38  -2.60
H  -18.56  -15.86  -4.46
H  -19.74  -15.28  -3.34
H  -19.47  -14.25  -4.70

Summary:
ΔE to the lowest compared entry with this formula, charge and spin: 60.24 kJ/mol
Strongest force on any atom: 0.058 Eh/bohr
Net charge: 0
E_LUMO: 0.0240 Eh
Frontier orbital gap: 0.378 hartree
SMILES: CCOP(=O)(OCC)OCC.CCOP(=O)(OCC)OCC.CCOP(=O)(OCC)OCC.BrCCBr



[2]
C4H9O2 | ωB97M-V with the def2-TZVPD basis set

Element x y z (Å)
C  -0.51  -1.02  0.15
C  0.08  -0.06  1.17
C  1.22  1.03  0.61
O  2.34  0.43  0.24
C  -1.19  -0.27  -1.10
O  -0.22  -0.32  -2.12
H  0.49  -1.33  -0.30
H  -1.10  -1.85  0.51
H  0.50  -0.72  1.91
H  -0.73  0.66  1.60
H  0.80  1.64  -0.15
H  1.32  1.72  1.49
H  -1.51  0.69  -0.82
H  -2.07  -0.73  -1.50
H  0.58  0.13  -1.68

Summary:
ΔE to the lowest compared entry with this formula, charge and spin: 291.59 kJ/mol
Strongest force on any atom: 0.064 Eh/bohr
Net charge: -1
E_LUMO: 0.1526 Eh
Frontier orbital gap: 0.245 hartree
SMILES: [O-]CCCCO



[3]
C3H9N3O | ωB97M-V with the def2-TZVPD basis set

Element x y z (Å)
O  0.56  1.15  -3.41
C  0.95  0.93  -2.29
C  1.47  -0.42  -1.89
H  0.81  1.68  -1.50
H  0.75  -0.86  -1.20
H  2.44  -0.35  -1.40
H  1.57  -1.06  -2.76
N  -0.15  -1.02  2.83
C  -0.74  -0.25  1.84
N  -1.12  -0.97  0.70
N  -0.93  1.02  1.87
H  -0.35  -0.67  3.76
H  -0.39  -2.00  2.85
H  -1.54  -1.86  0.93
H  -1.73  -0.35  0.17
H  -0.40  1.39  2.65

Summary:
ΔE to the lowest compared entry with this formula, charge and spin: 94.59 kJ/mol
Strongest force on any atom: 0.016 Eh/bohr
Net charge: 0
E_LUMO: 0.0212 Eh
Frontier orbital gap: 0.371 hartree
SMILES: N=C(N)N.CC=O



[4]
C5H10N3S | ωB97M-V with the def2-TZVPD basis set

Element x y z (Å)
C  1.52  1.78  0.08
C  2.36  0.78  0.33
C  -0.55  0.56  0.62
C  0.04  -1.03  -1.25
C  0.11  -0.86  0.22
N  0.13  1.68  0.26
N  -1.75  0.66  1.25
N  -0.63  -1.88  0.78
S  1.93  -0.85  0.65
H  1.80  2.75  -0.13
H  3.44  0.99  0.30
H  0.48  -2.00  -1.64
H  -1.01  -1.08  -1.76
H  0.48  -0.17  -1.80
H  -2.24  1.59  1.21
H  -2.26  -0.12  1.63
H  -0.66  -1.75  1.85
H  -0.69  -2.77  0.26
H  -0.36  2.67  0.10

Summary:
ΔE to the lowest compared entry with this formula, charge and spin: 59.46 kJ/mol
Strongest force on any atom: 0.086 Eh/bohr
Net charge: +1
E_LUMO (spin up / spin down): -0.1509 / -0.1509 Eh
Frontier orbital gap (spin up / spin down): 0.299 / 0.299 hartree
SMILES: C[C@@]1(N)SC=CNC1=[NH2+]



[5]
CH2NO2S2 | ωB97M-V with the def2-TZVPD basis set

Element x y z (Å)
C  -1.63  -0.15  0.33
N  0.63  -0.15  0.54
O  -1.90  0.81  -0.27
O  -1.71  -1.09  1.00
S  0.80  1.54  0.37
S  1.90  -1.20  0.06
H  0.10  1.73  -0.75
H  1.81  -1.49  -1.27

Summary:
ΔE to the lowest compared entry with this formula, charge and spin: 82.39 kJ/mol
Strongest force on any atom: 0.039 Eh/bohr
Net charge: -1
E_LUMO: 0.1370 Eh
Frontier orbital gap: 0.255 hartree